Entry from the Open Molecules 2025 dataset: a 6-piece molecular cluster, C25H57N2O9 overall in a non-equilibrium geometry (the ωB97M-V functional and the def2-TZVPD basis).

As for the multiplicity: 2. For the energy relative to the best compared isomer or geometry (same formula, charge and spin), the calculation gives 0.0 kJ/mol. Its charge is 0. The value obtained for the frontier orbital gap (spin up / spin down) is 8.27 / 9.13 eV.

The geometry in XYZ format:
```
93
C25H57N2O9 the ωB97M-V functional and the def2-TZVPD basis
O -1.2690 5.0181 -1.4570
C -2.3197 -3.0515 1.8685
C 1.1250 3.2120 -3.5146
H -2.0974 7.5567 -0.9227
C -1.5682 1.1587 -1.3563
H 5.2267 -5.7618 2.2907
H -1.2707 2.1787 -1.6078
N 1.3768 0.7594 1.8190
H -3.3624 -3.3340 1.7412
H -2.6048 1.2048 -1.0332
H -4.0306 -4.7846 7.2866
O 1.0643 3.3325 -2.0955
O -2.9170 -1.4071 -0.7510
H 4.6002 -6.3707 0.7526
H 0.2540 5.1391 -3.9380
H 0.9896 0.8280 -1.4627
H 0.1347 -1.7104 -7.1216
H 3.4940 -6.0133 2.0912
H -4.9805 -3.3257 6.9739
H 1.7577 -2.3489 -7.3804
H 0.2192 -2.8708 -0.3286
H -0.1270 2.7834 0.0679
H -2.2064 0.1895 1.2386
H -2.9193 6.9475 -2.3582
H 1.3954 3.6608 1.3458
H 3.8329 1.3128 0.3911
C 0.3453 1.8222 1.9687
C -0.2609 -3.0933 0.6205
H -2.5584 -2.9657 6.4033
C 0.7280 0.2511 -0.5812
H -2.4556 5.3399 0.2094
C 2.6858 -0.8449 0.5036
H 5.1497 -3.9383 0.5613
H 2.0143 5.1524 -3.8160
H 0.2560 3.8098 -1.8779
H 0.6971 -0.7908 -0.8992
H -1.2824 2.3068 3.2499
H 2.0310 2.6491 -3.7379
H 0.1138 1.6276 4.1053
H 0.3890 -3.4594 -7.1872
H 2.0490 -1.7101 0.6517
O 3.9484 -3.3551 2.1428
H 1.7530 -3.3261 -5.0829
C -2.5092 5.4371 -0.8795
H -5.0411 -4.6691 5.8348
C -2.0418 -1.5344 0.0761
C -0.5029 1.9799 0.6967
H 4.6750 -3.3832 2.7712
C -0.6810 0.7069 -0.1649
C 0.8201 -2.5160 -6.8497
C 2.8449 1.5550 -0.0037
C 1.0580 3.1727 2.2558
O -0.3549 0.1588 -3.2705
N -1.6981 -2.8546 0.5540
C -1.3850 -0.3314 0.7405
H 0.1161 -2.7108 -4.8222
H -0.1852 -0.7873 -3.1761
H -0.7184 -0.6850 1.5224
H -0.5825 5.6177 -1.1445
O -3.6635 -2.6581 4.6802
C 4.2436 -4.2617 1.0858
C -0.5024 1.5480 3.2141
H 2.9220 1.5776 -1.0852
O 1.3277 -0.2063 2.6535
H 2.5924 2.5354 0.3817
H -4.1708 -1.9437 5.0753
C -3.2242 -3.5164 5.7306
H -0.1112 -4.1559 0.8141
H 1.2330 4.4880 -5.2619
H 1.0495 -0.5973 -5.1023
H 0.2718 2.6327 -3.8768
H -0.9739 0.5718 3.2054
H 3.4097 -4.1896 0.3882
O -2.6017 0.0585 -3.2120
H -3.8177 7.1537 -0.8448
H -2.2948 -2.1608 2.5027
C 1.1600 4.5777 -4.1768
O 1.6524 -1.3184 -4.8911
H 0.3421 3.8424 2.7328
H -1.8183 -3.8457 2.4154
C -1.5783 0.3909 -2.6570
H 0.2314 -2.5594 1.4425
C 1.8677 0.4514 0.4543
H -1.4986 2.2881 1.0280
H 1.8943 3.0124 2.9324
H -2.6414 -4.3019 5.2516
C 4.4003 -5.6882 1.5799
H -3.2603 4.7387 -1.2440
C -2.8601 6.8576 -1.2735
C 1.0594 -2.5308 -5.3522
H 3.1423 -0.9559 -0.4823
C -4.3852 -4.1123 6.5042
H 3.4477 -0.8131 1.2732
```

Entry from the Open Molecules 2025 dataset: C6H15FNbO2 as an isolated structure in a non-equilibrium geometry (the ωB97M-V functional and the def2-TZVPD basis).

Its charge is -1. The value obtained for the frontier orbital gap is 7.47 eV.

The geometry in XYZ format:
```
25
C6H15FNbO2 the ωB97M-V functional and the def2-TZVPD basis
C 2.6243 0.5523 -0.6626
H 0.6594 1.2428 -0.0760
O -2.4361 1.7599 0.4090
H -3.8351 -1.1349 0.8357
H -3.8175 -0.2004 -0.6734
C -1.9925 -1.3815 -0.2990
F 3.1049 2.9034 -0.3533
H 1.8627 -1.5698 1.1063
H 2.4894 2.1708 -2.1301
Nb 0.1416 -1.3311 0.5175
H 0.9190 -2.4392 -0.7548
C 3.1106 1.8408 -1.2880
H 3.0967 0.4897 0.3266
H -2.3649 1.2795 2.6557
H 0.7054 0.2862 -1.5787
C -3.2029 -0.5417 0.1706
H -1.8360 -1.2095 -1.3789
H 3.0647 -0.2662 -1.2516
H 0.1666 -2.8924 1.5057
H 0.1089 -0.4703 2.1549
O -2.7957 0.5115 2.2512
C -2.7750 0.7066 0.9059
C 1.1294 0.3628 -0.5578
H 4.1541 1.7729 -1.6183
H -2.2819 -2.4423 -0.2164
```

Entry from the Open Molecules 2025 dataset: one molecule with the formula C3H2N2O in a non-equilibrium geometry (the ωB97M-V functional and the def2-TZVPD basis).

Its structure (SMILES) is O=C1N=CC=N1. For the energy relative to the best compared isomer or geometry (same formula, charge and spin), the calculation gives 0.0 kJ/mol. Its charge is 0. The value obtained for the frontier orbital gap is 9.23 eV.

The geometry in XYZ format:
```
8
C3H2N2O the ωB97M-V functional and the def2-TZVPD basis
C 1.2932 0.0000 0.0006
H -1.6019 -1.3901 0.0000
N 0.4546 -1.1752 -0.0003
O 2.4767 0.0000 0.0000
C -0.7376 0.7517 -0.0001
C -0.7376 -0.7517 -0.0001
N 0.4546 1.1752 -0.0002
H -1.6019 1.3901 0.0001
```

Entry from the Open Molecules 2025 dataset: a 2-piece molecular cluster, C3H5Cl overall in a non-equilibrium geometry (the ωB97M-V functional and the def2-TZVPD basis).

Its structure (SMILES) is C#CC.Cl. For the energy relative to the best compared isomer or geometry (same formula, charge and spin), the calculation gives 161.8 kJ/mol. Its charge is 0. The value obtained for the frontier orbital gap is 11.24 eV.

The geometry in XYZ format:
```
9
C3H5Cl the ωB97M-V functional and the def2-TZVPD basis
H 2.2137 0.9581 1.2106
C 0.1413 0.1960 0.9977
H -1.9094 -0.0812 1.5256
C -1.1410 -0.4500 0.7725
H -1.4040 0.0377 -0.2901
Cl 1.3421 1.6419 -2.1046
H -0.8619 -1.5748 0.6455
C 1.2196 0.7280 1.0543
H 0.9894 1.0967 -0.9180
```

Entry from the Open Molecules 2025 dataset: a 3-piece molecular cluster, C32H60N9O4 overall in a non-equilibrium geometry (the ωB97M-V functional and the def2-TZVPD basis).

Its charge is +1. The value obtained for the frontier orbital gap is 5.11 eV.

The geometry in XYZ format:
```
105
C32H60N9O4 the ωB97M-V functional and the def2-TZVPD basis
H -4.8597 -2.8464 -5.2595
O -6.1671 2.2021 2.6792
H -0.9320 0.1303 -3.9046
C -4.4985 -3.4740 -1.1427
H 5.0279 -1.1045 5.3069
H -0.5861 -1.9094 1.2870
H -2.2409 2.1200 -8.8371
H -2.1867 -2.1368 -1.9559
O -4.8609 2.9126 1.1497
H 10.0266 4.2636 9.2071
H 2.5353 -1.6776 -2.3920
C -4.8141 -3.3540 -2.7474
H -2.4100 -1.3369 -8.0916
C 7.4256 3.8397 11.2195
H -4.4106 1.1622 -7.2029
C -1.1887 -1.6361 2.2521
H 1.0992 0.8301 3.2454
C -2.0458 -1.2743 -1.1472
H -3.7515 -4.2613 -6.0012
C 4.0267 1.2141 7.2693
C -3.8106 -3.4087 -5.1893
H -0.9328 -1.3477 -0.7906
C 3.7725 0.0610 6.5608
H 4.1543 -1.4365 1.1654
N 7.9107 4.0044 9.0564
H -4.8903 -1.1255 -1.2722
H 9.5525 4.0684 11.8813
H -4.0300 -5.2754 -3.8033
H 5.9027 2.4268 7.4243
H -5.2959 -4.1262 -0.5468
H -3.1639 1.1605 -10.2241
N 1.0585 2.2856 -2.4985
C -4.4093 -1.9161 -0.5412
C 1.0927 -0.1946 2.6344
H -3.0905 0.0727 -2.7924
H -4.0392 2.5265 -9.2551
H 6.8719 3.7254 12.1424
H 3.4531 -3.3925 -2.4355
H 0.7796 0.1133 1.5314
C -0.8401 0.4389 -2.7569
H -3.4509 -3.9961 -0.9160
C -2.6497 -0.3974 -7.4313
H 3.3178 1.7418 7.8940
C -2.5833 -2.3629 -5.4861
H -3.3735 2.0205 2.3939
C 2.6192 -0.7903 2.7264
C -3.1232 -0.8344 -5.8879
H -1.0140 2.6822 -1.9617
C -3.7016 -4.1544 -3.7006
C -0.0466 -1.1596 3.3717
H -2.8390 2.4713 0.5582
C 3.0564 -1.7734 1.4894
H 5.8654 3.7324 9.6122
H -2.6949 -0.0009 -5.1831
C 5.9016 0.6248 6.1745
H 0.0662 -0.1607 -2.3222
C 2.4638 -2.8358 -2.1418
H 1.5962 1.3931 -2.3421
N -4.1406 0.6388 0.7896
C -0.4152 2.0307 -2.7431
C -3.2698 1.6211 -9.1500
C 6.8868 3.8385 9.9523
H -1.8102 -2.3538 -4.5996
H -1.7930 -2.5817 2.5837
C -3.6773 2.0045 1.2465
N 1.9232 4.3882 -3.9048
N -5.4166 3.1104 2.3578
H 7.8086 4.0371 8.0504
H 0.9703 4.8089 -3.7882
H -5.0750 0.3734 1.1710
H -0.6420 -0.5956 4.2068
H -0.6514 2.4819 -3.8203
H -1.6701 0.2618 -7.3510
N 2.2581 2.1016 -4.7757
H 2.7247 -1.4011 3.7203
H 2.8756 -0.5371 6.4707
C 2.2042 -2.9179 -0.4952
H -2.2249 0.2183 2.8243
N 4.9210 -0.2932 5.9019
N -3.0320 -1.5499 -0.0337
H 1.5041 -3.2824 -2.6654
H 6.8885 0.5257 5.7426
O 2.2229 -1.6672 0.2818
H -4.6597 -0.1106 -8.5771
H 3.1430 -2.8700 1.9266
H -5.9168 -3.7687 -2.9084
C 5.3742 1.5711 7.0243
H 3.3891 0.1107 2.7722
O 1.9495 -4.1443 -0.0141
H -5.1215 -1.9307 0.4164
H -1.9822 -2.7780 -6.4282
C -3.0923 -0.4363 0.9900
C 8.8230 4.0185 11.0834
C -3.8520 0.5528 -8.0454
H -2.4365 1.0776 -1.2600
H 2.6058 4.7680 -3.1951
C 9.0946 4.1203 9.7373
C -2.2705 0.1416 -1.9425
N -2.2105 -0.5168 2.0544
H -4.3088 -0.7577 -5.8030
H 0.4480 -2.1768 3.7440
H -2.6224 -4.0445 -3.2224
C 1.7357 2.8881 -3.7430
H 2.6924 2.7318 -5.5025
H -4.7970 -2.2310 -3.1513
```

Entry from the Open Molecules 2025 dataset: C14H29BN6O2S2W as an isolated structure (the ωB97M-V functional and the def2-TZVPD basis).

For the energy relative to the best compared isomer or geometry (same formula, charge and spin), the calculation gives 123.0 kJ/mol. Its charge is 0. The value obtained for the frontier orbital gap is 6.12 eV.

The geometry in XYZ format:
```
55
C14H29BN6O2S2W the ωB97M-V functional and the def2-TZVPD basis
H 2.2163 0.8719 4.4049
C -0.2229 -0.2937 4.5788
S -0.8466 1.5219 1.2055
C 2.4191 1.4925 1.3639
H -2.1658 -1.8359 -4.0764
H -1.5053 -3.5965 -0.2139
O -0.5764 -1.6337 0.9789
H -2.0113 1.0478 -1.7124
H -3.6743 -1.0788 2.9685
C -1.5880 -2.6871 -2.1747
H 3.8150 4.4160 1.0543
C -0.8448 0.6700 2.7084
C 1.0404 1.1981 -2.8990
H -3.1645 -3.2103 -3.5761
N 2.0257 2.0896 2.4959
W -0.1691 -0.5378 -0.2691
N 0.1478 0.5990 3.5998
C -2.6378 -2.3231 -3.2204
H 1.1387 -0.8462 -2.7206
N 1.2926 -0.0267 -2.1437
H 3.2988 2.0939 -1.4032
H -2.0860 -1.4713 4.7865
H -2.8379 -0.8119 1.4203
H -0.0662 -3.1311 -3.6450
H -3.6167 0.5522 2.2592
H 0.4285 -0.5174 5.4034
C -2.2463 -3.3540 -0.9747
H -0.9707 -4.5517 -3.1052
N 3.1940 2.3878 0.6850
O -0.9413 -1.4834 -1.7945
S 2.1168 -0.1272 0.7892
H -2.9763 -2.6799 -0.5233
N -1.8419 -0.1380 3.1184
C -0.4581 1.3317 -3.0397
C 3.2626 3.5619 1.4022
C -1.4596 -0.7556 4.2862
H -2.7573 -4.2688 -1.2815
N -1.0225 1.2674 -1.6865
H -0.9323 2.1656 -1.2218
H 1.4258 2.0394 -2.3136
B 1.3875 1.5221 3.8137
H 2.3171 4.0347 3.3335
H 1.5322 1.2114 -3.8766
C 2.5301 3.3691 2.5178
H 1.0400 2.4916 4.4469
H -0.7291 2.2510 -3.5660
H 4.4641 1.1666 -0.4437
C -0.5316 -3.6075 -2.7783
H -0.8521 0.4821 -3.5983
H 2.2233 -0.0665 -1.7461
C 3.9470 2.1190 -0.5274
H 4.6720 2.9193 -0.6549
H -3.3696 -1.6372 -2.7893
H 0.2397 -3.8210 -2.0361
C -3.0727 -0.3811 2.3908
```

Entry from the Open Molecules 2025 dataset: C26H32FN3O5SiTc as an isolated structure (the ωB97M-V functional and the def2-TZVPD basis).

As for the multiplicity: 4. For the energy relative to the best compared isomer or geometry (same formula, charge and spin), the calculation gives 0.0 kJ/mol. Its charge is +2. The value obtained for the frontier orbital gap (spin up / spin down) is 7.73 / 7.21 eV.

The geometry in XYZ format:
```
69
C26H32FN3O5SiTc the ωB97M-V functional and the def2-TZVPD basis
C -1.0516 5.7972 -1.1295
H -0.1025 11.2591 -1.3969
C 0.3448 4.0225 -0.3516
H 1.0551 9.3412 -0.0301
C -2.4872 -3.3833 -2.6599
H -2.8804 -5.9845 1.3058
O 3.1389 0.6108 1.4735
H 0.0672 -0.2769 2.5410
H -4.2043 -2.0219 0.4172
H -3.6941 0.2717 -0.5525
C 0.0227 9.0779 0.2515
C 0.9060 6.3382 0.1348
H -0.3870 11.0907 0.9549
H 1.6782 6.4095 2.8689
H -4.6698 -4.4273 0.6141
C 1.7666 2.2259 0.4624
C -2.6730 -4.9255 1.2237
N 2.3032 4.5154 0.9459
H -3.9743 0.6518 1.1528
H 4.1445 4.9174 1.7970
H -1.6232 11.7280 -1.0163
C -3.6784 -4.0514 0.8322
H 2.4915 5.0521 3.6500
Tc -0.0820 -0.2009 -0.9961
N -0.5708 8.1308 -0.6675
H -1.6956 -3.6044 -3.3698
H 3.3331 6.5905 3.4658
H -0.5614 1.3440 2.1828
C -1.4027 -4.4441 1.5159
H -0.6205 -5.1266 1.8214
H -1.8352 10.0941 0.6801
C 2.6373 5.9035 2.9851
H 3.4263 6.2823 0.9850
C -0.2046 6.7721 -0.5540
H -0.1416 -2.7263 1.6493
C -0.7931 4.4686 -1.0495
H -3.4644 -3.5660 -3.0884
C -0.8359 0.2968 2.3266
C 2.5456 3.2097 1.0321
H -1.5913 10.3628 -3.0140
O -0.3097 -2.1246 -1.7176
H 3.4181 2.9031 1.5963
F -2.1602 6.2226 -1.7545
C -1.5494 9.8982 -2.0311
C 0.6252 2.6081 -0.2551
H -1.4658 3.7524 -1.5005
C -3.4110 -2.6935 0.7266
C -1.1401 -3.0871 1.4196
H -2.5546 9.6506 -1.6963
H -1.0814 7.9456 -2.6996
H 0.3455 8.9360 -2.3982
H -1.4832 0.2399 3.2065
C -0.8356 10.3297 0.3201
C 2.2405 0.8076 0.6952
C -3.2246 0.6493 0.3567
C 3.2080 5.4501 1.6522
C -0.6560 8.6768 -2.0196
C 1.1884 4.9634 0.2529
C -2.1404 -2.1916 1.0252
O -2.4725 -1.9515 -2.3470
O 1.6301 -0.1248 0.0092
H -2.3482 -3.9408 -1.7365
N -1.0046 10.9171 -1.0581
H -2.9143 1.6815 0.1820
C -1.3812 -1.4782 -1.8760
O -0.2053 1.7997 -0.8192
Si -1.7668 -0.3871 0.8631
H 1.5676 7.0614 0.5854
H 0.0494 8.6538 1.2547
```

Among the records above, which one has the highest charge?
C26H32FN3O5SiTc